Below is 19 unconnected molecules or ions with the total composition C31H81N18O40S, with properties calculated with ωB97M-V/def2-TZVPD.

Computed properties:
gap between HOMO and LUMO = 6.8239 eV
LUMO level = 0.956 eV

ORCA input file:
```
! RIJCOSX wB97M-V def2-TZVPD def2/J DEFGRID3
* xyz -1 1
C -2.10 -2.83 -2.45
O -0.95 -3.58 -2.83
C -0.25 -2.99 -3.91
C 0.53 -1.75 -3.49
C 1.67 -1.40 -4.44
C 2.97 -0.97 -3.76
C 3.48 -1.87 -2.61
C 3.93 -1.07 -1.37
C 2.91 -1.01 -0.22
C 3.37 0.05 0.77
C 2.45 0.30 1.96
C 1.07 0.88 1.62
C 1.09 2.31 1.03
C 0.10 2.58 -0.11
S 0.45 1.61 -1.57
O 1.91 1.56 -1.66
O -0.16 2.31 -2.71
O -0.20 0.32 -1.30
H -2.01 -1.77 -2.65
H -2.98 -3.21 -2.98
H -2.22 -2.95 -1.37
H 0.47 -3.74 -4.26
H -0.91 -2.77 -4.75
H 0.85 -1.89 -2.46
H -0.18 -0.92 -3.46
H 1.89 -2.26 -5.09
H 1.35 -0.59 -5.10
H 2.90 0.06 -3.42
H 3.75 -0.98 -4.53
H 2.77 -2.64 -2.31
H 4.36 -2.40 -2.98
H 4.20 -0.05 -1.66
H 4.82 -1.55 -0.96
H 2.89 -2.00 0.25
H 1.91 -0.81 -0.61
H 3.56 0.97 0.21
H 4.33 -0.29 1.17
H 2.95 1.03 2.61
H 2.34 -0.60 2.56
H 0.50 0.19 1.00
H 0.51 0.95 2.56
H 2.09 2.61 0.71
H 0.81 2.99 1.83
H -0.93 2.37 0.18
H 0.17 3.63 -0.37
C -6.12 -1.01 -4.91
N -4.93 -1.84 -4.56
O -3.85 -1.29 -4.60
O -5.13 -3.00 -4.26
H -5.77 -0.01 -5.16
H -6.59 -1.49 -5.76
H -6.78 -1.01 -4.05
C -2.11 2.16 -5.33
N -3.39 2.42 -6.04
O -3.58 3.53 -6.49
O -4.18 1.50 -6.14
H -1.52 3.08 -5.32
H -2.33 1.85 -4.31
H -1.60 1.37 -5.86
C -1.12 6.91 2.13
N -0.42 5.61 1.98
O 0.15 5.39 0.94
O -0.49 4.85 2.93
H -0.98 7.48 1.22
H -2.17 6.70 2.30
H -0.67 7.42 2.98
C 5.21 -3.41 4.54
N 5.15 -3.24 3.07
O 6.19 -3.04 2.48
O 4.06 -3.33 2.55
H 6.24 -3.32 4.86
H 4.60 -2.63 4.99
H 4.81 -4.39 4.77
C 5.15 2.85 -2.78
N 6.54 2.40 -2.50
O 7.45 3.18 -2.70
O 6.66 1.27 -2.09
H 5.18 3.87 -3.14
H 4.73 2.18 -3.53
H 4.58 2.77 -1.85
C 0.34 -6.32 -2.70
N 1.35 -7.33 -3.12
O 1.44 -8.36 -2.48
O 2.04 -7.05 -4.08
H -0.19 -6.71 -1.84
H 0.86 -5.40 -2.46
H -0.34 -6.17 -3.53
C 0.27 -2.40 4.92
N 1.40 -3.21 5.43
O 2.51 -2.74 5.43
O 1.14 -4.33 5.84
H 0.65 -1.43 4.61
H -0.17 -2.94 4.09
H -0.43 -2.29 5.74
C 1.56 2.32 5.90
N 1.76 0.86 5.67
O 2.60 0.52 4.86
O 1.07 0.10 6.32
H 2.23 2.87 5.26
H 0.52 2.55 5.66
H 1.76 2.50 6.95
C -5.13 2.94 -9.49
N -6.43 3.14 -10.20
O -6.65 4.22 -10.69
O -7.18 2.18 -10.24
H -4.57 3.87 -9.53
H -5.35 2.67 -8.46
H -4.61 2.14 -10.00
C 0.66 -6.45 7.93
N -0.23 -7.07 8.95
O -0.75 -8.13 8.68
O -0.36 -6.46 9.99
H 0.69 -7.09 7.06
H 0.25 -5.48 7.68
H 1.64 -6.35 8.37
C 1.85 -1.08 9.84
N 1.60 0.39 9.92
O 1.65 1.02 8.89
O 1.35 0.85 11.02
H 2.05 -1.33 8.80
H 2.71 -1.29 10.48
H 0.96 -1.58 10.20
C 4.15 5.75 6.06
N 2.92 6.07 5.29
O 2.79 7.20 4.86
O 2.11 5.19 5.12
H 4.76 6.64 6.13
H 3.82 5.42 7.05
H 4.66 4.95 5.54
C -6.38 -1.08 -11.37
N -5.09 -1.75 -11.05
O -4.07 -1.11 -11.18
O -5.15 -2.90 -10.66
H -6.17 -0.07 -11.69
H -6.86 -1.65 -12.16
H -6.98 -1.08 -10.47
C -1.19 2.70 12.31
N -2.34 3.14 11.46
O -2.34 4.28 11.06
O -3.19 2.31 11.25
H -0.51 3.54 12.42
H -1.59 2.39 13.27
H -0.70 1.87 11.81
C 0.12 9.12 7.53
N 1.37 8.39 7.86
O 2.41 9.01 7.81
O 1.26 7.22 8.15
H 0.38 10.14 7.28
H -0.34 8.61 6.69
H -0.52 9.07 8.40
C -4.31 -6.13 -11.26
N -5.03 -7.28 -11.86
O -4.83 -7.53 -13.03
O -5.78 -7.91 -11.14
H -3.69 -5.67 -12.03
H -5.06 -5.43 -10.90
H -3.71 -6.50 -10.44
C -8.27 -9.64 -11.44
N -9.69 -9.87 -11.04
O -10.40 -8.89 -10.89
O -10.05 -11.02 -10.90
H -8.10 -8.58 -11.53
H -7.64 -10.07 -10.67
H -8.12 -10.15 -12.39
C 6.81 9.28 8.54
N 6.09 8.17 7.86
O 6.31 8.00 6.67
O 5.33 7.52 8.53
H 7.45 9.77 7.82
H 6.06 9.96 8.93
H 7.39 8.84 9.35
*
```

Atomic partial charges in e from the Mulliken method, atoms 1 to 5: number 1, C, carries -0.542; number 2, O, carries -0.335; number 3, C, carries -0.916; number 4, C, carries 0.821; number 5, C, carries -1.186

Below is a single C3H7NO molecule at a distorted geometry, with properties calculated with ωB97M-V/def2-TZVPD.

Computed properties:
SMILES = CCNC=O
gap between HOMO and LUMO = 10.0222 eV
relative energy (zero: lowest compared OMol25 entry of this formula, charge and spin) = 39.0 kcal/mol
LUMO level = 0.879 eV

ORCA input file:
```
! RIJCOSX wB97M-V def2-TZVPD def2/J DEFGRID3
* xyz 0 1
C -1.15 0.56 0.57
C -0.75 -0.74 -0.11
N 0.84 -0.77 -0.42
C 1.60 0.34 -0.24
O 1.40 1.20 0.62
H -1.62 0.45 1.56
H -1.72 1.26 -0.06
H -0.13 1.00 0.77
H -1.19 -0.87 -1.10
H -0.95 -1.62 0.51
H 1.21 -1.34 -1.18
H 2.46 0.51 -0.92
*
```

Atomic partial charges in e from the natural (NBO) method, atoms 1 to 5: number 1, C, carries -0.721; number 2, C, carries -0.184; number 3, N, carries -0.636; number 4, C, carries 0.516; number 5, O, carries -0.611

Below is 6 unconnected molecules or ions with the total composition C14H38ClN4O7P2 at a distorted geometry, with properties calculated with ωB97M-V/def2-TZVPD.

Computed properties:
gap between HOMO and LUMO = 7.1830 eV
LUMO level = -4.864 eV

ORCA input file:
```
! RIJCOSX wB97M-V def2-TZVPD def2/J DEFGRID3
* xyz 1 1
C -3.98 -3.46 -2.83
C -3.07 -2.24 -2.19
N -2.75 -1.15 -2.95
C -2.52 -2.25 -0.62
N -1.03 -1.99 -0.59
C -0.22 -2.76 -1.64
N 1.22 -2.31 -1.39
P 2.73 -2.83 -2.21
O 3.52 -3.88 -1.02
Cl 2.27 -4.06 -3.93
C 1.38 -1.30 -0.24
P 2.94 -0.46 0.49
O 3.11 -1.00 1.98
C -0.16 -1.12 0.29
C -0.82 -0.25 1.51
C -0.39 1.33 1.55
C -1.66 2.13 2.28
N -2.54 2.70 1.18
H -3.90 -3.35 -4.01
H -3.65 -4.53 -2.46
H -5.11 -3.30 -2.56
H -2.17 -0.45 -2.42
H -3.16 -1.43 -0.04
H -2.76 -3.27 -0.06
H -0.60 -3.53 -2.44
H 2.81 -4.32 -0.46
H 4.15 -0.69 -0.27
H 2.66 0.96 0.54
H -0.57 -0.74 2.54
H -2.00 -0.28 1.41
H 0.51 1.43 2.30
H -0.20 1.81 0.50
H -1.30 2.93 3.06
H -2.29 1.32 2.87
H -2.40 2.08 0.33
H -2.19 3.66 0.96
C -5.12 3.35 -1.62
O -3.76 3.71 -1.81
H -5.69 3.66 -2.50
H -5.19 2.26 -1.50
H -5.51 3.85 -0.73
H -3.28 3.42 -1.01
C 2.54 2.32 4.57
O 1.15 2.54 4.78
H 2.83 2.76 3.61
H 3.11 2.79 5.38
H 2.74 1.25 4.55
H 0.93 2.14 5.63
C -4.17 4.77 4.10
O -2.79 4.91 3.79
H -4.36 5.25 5.06
H -4.77 5.25 3.32
H -4.42 3.71 4.16
H -2.65 4.48 2.93
C 3.52 0.67 -4.60
O 2.58 0.45 -3.56
H 3.68 1.75 -4.71
H 4.46 0.19 -4.34
H 3.13 0.26 -5.54
H 2.45 -0.51 -3.49
C 7.31 -4.65 -0.69
O 7.14 -5.05 -2.03
H 8.37 -4.41 -0.52
H 6.70 -3.77 -0.49
H 7.02 -5.47 -0.02
H 6.20 -5.26 -2.15
*
```

Atomic partial charges in e from the natural (NBO) method, atoms 1 to 5: number 1, C, carries -0.699; number 2, C, carries 0.275; number 3, N, carries -0.576; number 4, C, carries -0.317; number 5, N, carries -0.371

Below is a single C3H7NO2S4 molecule at a distorted geometry, with properties calculated with ωB97M-V/def2-TZVPD.

Computed properties:
SMILES = N[C@](S)(C(=O)O)C(S)(S)S
gap between HOMO and LUMO = 9.0994 eV
LUMO level = 0.086 eV

ORCA input file:
```
! RIJCOSX wB97M-V def2-TZVPD def2/J DEFGRID3
* xyz 0 1
N 0.34 -1.62 0.58
C 0.41 -0.12 0.51
S 2.08 0.56 0.85
C -0.62 0.33 1.61
O -0.72 1.44 2.02
O -1.44 -0.64 1.94
C -0.04 0.21 -0.93
S 1.36 -0.23 -2.00
S -0.68 1.95 -1.08
S -1.57 -0.78 -1.26
H 0.97 -2.06 -0.15
H 0.68 -1.93 1.47
H 1.48 1.93 0.57
H -1.13 -1.53 1.70
H 0.53 0.09 -3.02
H 0.34 2.60 -0.51
H -2.00 -0.19 -2.32
*
```

Atomic partial charges in e from the natural (NBO) method, atoms 1 to 5: number 1, N, carries -0.886; number 2, C, carries -0.161; number 3, S, carries 0.008; number 4, C, carries 0.774; number 5, O, carries -0.553

Below is a molecular structure, C19H19F10N13O2Ti at a distorted geometry, with properties calculated with ωB97M-V/def2-TZVPD.

Computed properties:
gap between HOMO and LUMO (spin up / spin down) = 7.3213 / 7.3294 eV
⟨S²⟩ = 2.0097
relative energy (zero: lowest compared OMol25 entry of this formula, charge and spin) = 20.2 kcal/mol
LUMO level (spin up / spin down) = 0.239 / -0.132 eV

ORCA input file:
```
! RIJCOSX wB97M-V def2-TZVPD def2/J DEFGRID3
* xyz 0 3
Ti 0.15 0.49 0.44
C 1.57 0.19 -2.49
N 0.70 1.08 -1.69
C -0.56 1.31 -2.45
C -1.74 1.52 -1.52
N -1.68 0.46 -0.49
C -2.85 0.17 0.19
C -2.96 -1.03 0.91
F -1.92 -1.92 0.90
C -4.05 -1.40 1.66
F -4.03 -2.57 2.33
C -5.16 -0.59 1.72
F -6.23 -0.94 2.43
C -5.12 0.59 1.01
F -6.17 1.41 1.06
C -4.00 0.95 0.28
F -4.05 2.17 -0.29
C 1.47 2.33 -1.44
C 0.83 3.27 -0.43
N 0.14 2.55 0.67
C -0.14 3.30 1.79
C -1.23 2.93 2.60
F -2.02 1.91 2.19
C -1.58 3.52 3.79
F -2.63 3.04 4.48
C -0.87 4.60 4.26
F -1.19 5.19 5.43
C 0.17 5.06 3.49
F 0.89 6.11 3.91
C 0.52 4.43 2.30
F 1.59 4.98 1.69
H 1.78 0.65 -3.46
H 1.07 -0.77 -2.63
H 2.50 0.03 -1.95
H -0.74 0.42 -3.04
H -0.44 2.16 -3.13
H -2.66 1.44 -2.11
H -1.72 2.51 -1.08
H 1.62 2.87 -2.38
H 2.45 2.02 -1.07
H 0.12 3.93 -0.94
H 1.64 3.90 -0.07
N -0.63 -2.47 -1.85
N -0.11 -3.34 -0.85
C 0.74 -2.80 0.07
N 1.19 -3.64 1.02
N 1.01 -1.53 -0.05
N 1.88 -0.92 0.85
O 2.45 -1.48 1.84
O 2.13 0.37 0.51
H -1.24 -1.77 -1.43
H -1.13 -3.04 -2.52
H -0.77 -3.99 -0.45
H 1.18 -4.62 0.84
H 1.87 -3.23 1.66
N 1.96 0.69 5.01
N 1.03 0.13 4.16
N 0.43 -1.02 4.42
C -0.28 -1.18 3.31
N -0.12 -0.17 2.46
N 0.73 0.67 3.04
H 1.75 0.35 5.94
H 1.87 1.70 4.93
H -0.92 -2.03 3.13
*
```

Atomic partial charges in e from the natural (NBO) method, atoms 1 to 5: number 1, Ti, carries 1.549; number 2, C, carries -0.411; number 3, N, carries -0.480; number 4, C, carries -0.210; number 5, C, carries -0.227

Below is 2 unconnected molecules or ions with the total composition C10H16O at a distorted geometry, with properties calculated with ωB97M-V/def2-TZVPD.

Computed properties:
SMILES = Cc1ccc(O)cc1.CCC
gap between HOMO and LUMO = 9.4689 eV
relative energy (zero: lowest compared OMol25 entry of this formula, charge and spin) = 64.6 kcal/mol
LUMO level = 0.882 eV

ORCA input file:
```
! RIJCOSX wB97M-V def2-TZVPD def2/J DEFGRID3
* xyz 0 1
C 0.39 2.80 1.16
C 1.06 1.52 0.68
C 1.00 0.29 1.40
C 1.36 -0.85 0.83
C 1.97 -0.87 -0.43
O 2.37 -2.04 -1.03
C 2.35 0.37 -1.03
C 1.84 1.55 -0.46
H 0.92 3.70 0.82
H 0.28 2.74 2.24
H -0.55 2.89 0.61
H 0.52 0.27 2.27
H 1.38 -1.74 1.46
H 1.71 -2.23 -1.72
H 3.05 0.30 -1.66
H 2.11 2.39 -0.83
C -2.17 -1.07 0.85
C -2.01 -1.68 -0.55
C -1.70 -0.50 -1.55
H -1.14 -0.96 1.23
H -2.82 -1.61 1.59
H -2.62 -0.12 0.93
H -1.25 -2.49 -0.61
H -3.01 -2.13 -0.79
H -2.65 -0.03 -1.82
H -1.06 0.27 -1.15
H -1.31 -0.73 -2.44
*
```

Atomic partial charges in e from the natural (NBO) method, atoms 1 to 5: number 1, C, carries -0.633; number 2, C, carries -0.004; number 3, C, carries -0.199; number 4, C, carries -0.273; number 5, C, carries 0.297